This record from OMol25 describes the molecule C3H5NO2. The level of theory is wB97M-V/def2-TZVPD.

XYZ file:
```
11
Properties=species:S:1:pos:R:3:forces:R:3
O 2.611 -0.061 -0.348 -0.4676 0.1522 0.0271
C 1.425 0.052 -0.192 0.3427 -0.0728 0.0170
N 0.612 -0.647 0.680 0.1662 -0.0867 -0.0841
C -0.748 -0.541 0.188 -0.2027 -0.0064 -0.0368
C -0.680 0.892 -0.317 -0.2230 -0.0364 0.0390
O 0.637 0.929 -0.888 0.1845 0.0625 0.0324
H 0.985 -1.507 1.051 -0.0252 0.0555 -0.1421
H -0.913 -1.186 -0.687 -0.0664 -0.1068 0.2188
H -1.499 -0.756 0.949 0.0912 0.2234 -0.0325
H -0.725 1.643 0.479 -0.0883 -0.2078 0.0034
H -1.436 1.111 -1.074 0.2885 0.0233 -0.0422
```
Positions in Å, forces in eV/Å.

HOMO energy in eV: -10.161
SMILES: O=C1NCCO1
LUMO level in Ha: 0.0296
E in Eh: -322.5661
Energy relative to the best compared isomer or geometry (same formula, charge and spin) in kcal/mol: 5.1
Kohn-Sham gap in Ha: 0.4030